# 1
A molecular structure, C26H32BrMoO4. Source: the OMol25 dataset; level of theory: wB97M-V/def2-TZVPD.

XYZ file:
```
64
C26H32BrMoO4, DFT wB97M-V/def2-TZVPD
O -1.02 1.53 -3.84
C 0.27 2.18 -3.45
C -0.43 3.59 -3.43
H 1.07 2.01 -4.19
H 0.57 1.83 -2.43
C -1.71 2.76 -3.51
H -0.14 4.16 -4.33
H -0.30 4.16 -2.50
C -2.86 2.90 -4.46
H -2.65 2.93 -5.56
H -3.41 3.81 -4.16
H -3.52 2.04 -4.22
C -2.40 2.65 -2.16
H -1.69 2.91 -1.36
H -2.76 1.62 -2.00
H -3.23 3.40 -2.09
Mo 0.11 -0.07 0.96
C 0.64 1.96 2.13
C 1.71 1.01 2.35
C 2.32 0.71 1.07
H 2.04 0.64 3.30
C 1.64 1.50 0.05
C 0.62 2.28 0.72
H -0.01 3.03 0.24
H 0.03 2.39 2.92
H 3.17 0.07 0.88
H 1.89 1.53 -1.00
C -1.48 -0.88 2.30
C -1.70 0.52 2.21
C -1.96 0.84 0.83
H -1.74 1.17 3.10
C -1.89 -0.38 0.05
C -1.55 -1.47 0.97
H -1.45 -2.53 0.78
H -1.35 -1.42 3.24
H -2.18 1.82 0.41
H -2.17 -0.51 -1.00
O 0.40 -0.84 -3.16
C -0.43 -0.70 -4.33
C 0.10 -1.43 -5.55
H -0.35 0.28 -4.78
H -1.45 -0.93 -4.05
C 1.19 -2.29 -4.94
H 0.52 -0.64 -6.19
H -0.69 -1.97 -6.06
C 1.14 -2.06 -3.43
H 2.14 -2.03 -5.40
H 1.00 -3.33 -5.16
H 2.12 -2.03 -2.93
H 0.56 -2.90 -3.00
Br 0.12 0.06 5.58
C 0.97 -1.51 6.23
C 1.20 -1.68 7.61
C 1.91 -2.82 8.05
C 2.28 -3.82 7.13
C 1.98 -3.67 5.79
C 1.39 -2.49 5.33
C 1.20 -2.33 3.81
O 0.25 -3.01 3.33
O 2.04 -1.58 3.29
H 0.83 -0.95 8.34
H 2.13 -2.91 9.13
H 2.84 -4.69 7.48
H 2.17 -4.43 5.05
```

2S+1: 3
Orbital gap (spin up / spin down), hartree: 0.26172 / 0.15839
LUMO energy (spin up / spin down), eV: -3.814 / -6.705
HOMO level (spin up / spin down), eV: -10.9 / -11.0
Relative energy (zero: lowest compared OMol25 entry of this formula, charge and spin), eV: 3.914
Total charge: +1


# 2
A molecular structure, C26H32ClN3P2PdTe. Source: the OMol25 dataset; level of theory: wB97M-V/def2-TZVPD.

XYZ file:
```
66
C26H32ClN3P2PdTe, DFT wB97M-V/def2-TZVPD
Pd -0.12 0.29 0.40
Cl -0.82 0.75 2.75
C -0.69 2.44 3.10
C -0.85 2.85 4.41
C -0.73 4.20 4.71
C -0.43 5.11 3.71
C -0.28 4.69 2.40
C -0.42 3.34 2.07
P -0.31 2.77 0.34
C 1.46 2.30 0.17
C 1.80 1.59 -1.00
C 3.11 1.17 -1.19
C 4.08 1.46 -0.24
C 3.74 2.16 0.91
C 2.44 2.57 1.13
C -0.46 4.28 -0.66
C -1.73 4.75 -1.00
C -1.86 5.91 -1.73
C -0.73 6.61 -2.13
C 0.53 6.15 -1.79
C 0.68 4.98 -1.07
H -1.08 2.14 5.18
H -0.88 4.54 5.72
H -0.31 6.16 3.94
H -0.06 5.40 1.62
H 1.05 1.45 -1.78
H 3.38 0.64 -2.10
H 5.10 1.14 -0.40
H 4.51 2.40 1.63
H 2.18 3.12 2.02
H -2.61 4.21 -0.68
H -2.84 6.27 -2.00
H -0.84 7.51 -2.72
H 1.41 6.70 -2.10
H 1.66 4.62 -0.80
C 2.90 -3.76 2.46
N 1.47 -3.65 2.70
C 0.76 -4.66 1.93
N 1.04 -4.49 0.52
C 2.47 -4.62 0.29
N 3.19 -3.61 1.05
C 3.00 -2.29 0.55
P 1.20 -1.74 0.71
C 0.97 -2.33 2.49
C 0.47 -3.31 -0.05
H 3.24 -4.74 2.80
H 3.42 -2.98 3.03
H -0.31 -4.59 2.12
H 1.11 -5.65 2.25
H 2.68 -4.50 -0.78
H 2.79 -5.61 0.61
H 3.27 -2.25 -0.51
H 3.63 -1.58 1.09
H -0.10 -2.30 2.73
H 1.49 -1.62 3.15
H 0.66 -3.29 -1.13
H -0.62 -3.31 0.11
C -3.41 0.92 -1.55
Te -2.16 -0.71 -0.94
C -3.25 -1.08 0.88
H -4.39 0.53 -1.83
H -2.96 1.40 -2.42
H -3.51 1.64 -0.74
H -3.48 -0.13 1.36
H -2.63 -1.68 1.54
H -4.17 -1.62 0.66
```

Orbital gap (spin up / spin down), hartree: 0.19459 / 0.19445
LUMO energy (spin up / spin down), eV: -8.095 / -8.099
HOMO level (spin up / spin down), eV: -13.4 / -13.4
Relative energy (zero: lowest compared OMol25 entry of this formula, charge and spin), eV: 1.340
Total charge: +2


# 3
A molecular structure, C26H32CrN2O9P2. Source: the OMol25 dataset; level of theory: wB97M-V/def2-TZVPD.

XYZ file:
```
72
C26H32CrN2O9P2, DFT wB97M-V/def2-TZVPD
Cr -0.25 0.58 0.26
C 1.96 1.42 -2.82
C 2.31 0.49 -1.73
N 1.55 0.17 -0.70
C 2.26 -0.70 0.08
C 3.49 -0.92 -0.47
N 3.49 -0.16 -1.62
C 4.68 -1.73 -0.13
O 4.62 -2.45 0.97
O 5.60 -1.78 -0.91
C 1.62 -1.17 1.31
O 2.10 -2.00 2.05
O 0.44 -0.58 1.51
H 1.09 1.05 -3.37
H 2.79 1.54 -3.52
H 1.70 2.40 -2.41
H 4.28 -0.12 -2.24
H 3.79 -2.31 1.48
O 0.31 4.37 0.68
C -0.34 3.37 0.74
O -0.18 2.36 -0.14
C -1.41 3.13 1.81
P -2.00 1.39 1.68
C -2.12 0.65 3.32
C -2.96 -0.45 3.51
C -2.96 -1.12 4.73
C -2.12 -0.71 5.75
C -1.26 0.36 5.55
C -1.26 1.04 4.34
C -3.67 1.63 1.01
C -4.82 1.56 1.78
C -6.05 1.90 1.23
C -6.13 2.35 -0.08
C -4.97 2.44 -0.85
C -3.75 2.07 -0.31
H -2.24 3.80 1.59
H -1.02 3.40 2.79
H -3.61 -0.78 2.72
H -3.63 -1.96 4.87
H -2.12 -1.23 6.70
H -0.60 0.68 6.35
H -0.57 1.87 4.21
H -4.78 1.25 2.82
H -6.95 1.84 1.83
H -7.08 2.63 -0.50
H -5.02 2.80 -1.87
H -2.85 2.15 -0.92
C -4.42 -2.21 -2.74
C -4.14 -1.29 -1.58
O -2.74 -0.86 -1.62
P -1.59 -1.17 -0.59
O -0.54 -2.09 -1.34
C -0.89 -3.35 -1.97
C -0.85 -3.20 -3.47
O -2.33 -2.10 0.46
C -1.68 -2.87 1.51
C -2.70 -3.81 2.09
H -5.48 -2.47 -2.74
H -3.85 -3.13 -2.67
H -4.20 -1.72 -3.69
H -4.34 -1.77 -0.62
H -4.72 -0.37 -1.64
H -1.87 -3.67 -1.62
H -0.15 -4.07 -1.62
H -1.59 -2.47 -3.81
H -1.07 -4.16 -3.94
H 0.14 -2.89 -3.80
H -1.28 -2.18 2.25
H -0.84 -3.42 1.06
H -3.53 -3.26 2.53
H -2.24 -4.41 2.87
H -3.10 -4.48 1.33
```

2S+1: 2
Orbital gap (spin up / spin down), hartree: 0.29191 / 0.30452
LUMO energy (spin up / spin down), eV: -3.998 / -3.600
HOMO level (spin up / spin down), eV: -11.9 / -11.9
Relative energy (zero: lowest compared OMol25 entry of this formula, charge and spin), eV: 0.036
Total charge: +1


Repeat the first record exactly.
A molecular structure, C26H32BrMoO4. Source: the OMol25 dataset; level of theory: wB97M-V/def2-TZVPD.

XYZ file:
```
64
C26H32BrMoO4, DFT wB97M-V/def2-TZVPD
O -1.02 1.53 -3.84
C 0.27 2.18 -3.45
C -0.43 3.59 -3.43
H 1.07 2.01 -4.19
H 0.57 1.83 -2.43
C -1.71 2.76 -3.51
H -0.14 4.16 -4.33
H -0.30 4.16 -2.50
C -2.86 2.90 -4.46
H -2.65 2.93 -5.56
H -3.41 3.81 -4.16
H -3.52 2.04 -4.22
C -2.40 2.65 -2.16
H -1.69 2.91 -1.36
H -2.76 1.62 -2.00
H -3.23 3.40 -2.09
Mo 0.11 -0.07 0.96
C 0.64 1.96 2.13
C 1.71 1.01 2.35
C 2.32 0.71 1.07
H 2.04 0.64 3.30
C 1.64 1.50 0.05
C 0.62 2.28 0.72
H -0.01 3.03 0.24
H 0.03 2.39 2.92
H 3.17 0.07 0.88
H 1.89 1.53 -1.00
C -1.48 -0.88 2.30
C -1.70 0.52 2.21
C -1.96 0.84 0.83
H -1.74 1.17 3.10
C -1.89 -0.38 0.05
C -1.55 -1.47 0.97
H -1.45 -2.53 0.78
H -1.35 -1.42 3.24
H -2.18 1.82 0.41
H -2.17 -0.51 -1.00
O 0.40 -0.84 -3.16
C -0.43 -0.70 -4.33
C 0.10 -1.43 -5.55
H -0.35 0.28 -4.78
H -1.45 -0.93 -4.05
C 1.19 -2.29 -4.94
H 0.52 -0.64 -6.19
H -0.69 -1.97 -6.06
C 1.14 -2.06 -3.43
H 2.14 -2.03 -5.40
H 1.00 -3.33 -5.16
H 2.12 -2.03 -2.93
H 0.56 -2.90 -3.00
Br 0.12 0.06 5.58
C 0.97 -1.51 6.23
C 1.20 -1.68 7.61
C 1.91 -2.82 8.05
C 2.28 -3.82 7.13
C 1.98 -3.67 5.79
C 1.39 -2.49 5.33
C 1.20 -2.33 3.81
O 0.25 -3.01 3.33
O 2.04 -1.58 3.29
H 0.83 -0.95 8.34
H 2.13 -2.91 9.13
H 2.84 -4.69 7.48
H 2.17 -4.43 5.05
```

2S+1: 3
Orbital gap (spin up / spin down), hartree: 0.26172 / 0.15839
LUMO energy (spin up / spin down), eV: -3.814 / -6.705
HOMO level (spin up / spin down), eV: -10.9 / -11.0
Relative energy (zero: lowest compared OMol25 entry of this formula, charge and spin), eV: 3.914
Total charge: +1